ORCA calculation (ωB97M-V/def2-TZVPD) on a molecular structure, C22H15BiF2N5O4.

Atoms and positions in Å:
Bi  0.70808  -1.47048  0.42179
F  5.37269  1.36116  0.75907
F  2.20492  2.47975  3.96444
O  -5.48577  0.06233  -3.79209
O  -5.50327  1.98273  -4.76938
O  -1.78431  -1.21040  -0.84413
O  -0.16924  0.26142  -0.48858
N  -5.01365  1.15311  -4.03519
N  -0.92501  -1.36181  2.37843
N  -2.73020  -1.71198  4.44144
N  -4.47669  -1.35823  2.99119
N  2.66105  -1.39821  -0.94753
C  -0.50082  -1.63610  3.62195
C  3.32248  0.16479  0.74561
C  -3.14377  0.56436  -2.55503
C  5.10015  -1.49762  -2.17629
C  4.16374  1.13224  1.29252
C  2.83567  -2.16373  -2.02611
C  -2.22226  -1.27299  2.15125
C  -1.94203  0.90162  -1.94298
C  3.81806  1.91471  2.37638
C  1.67665  0.79166  2.42709
C  3.67006  -0.65557  -0.44494
C  -3.73172  1.49768  -3.38199
C  4.04509  -2.23878  -2.68410
C  -3.15002  -1.44906  3.20432
C  -1.30519  -0.09949  -1.05419
C  -1.35702  2.14523  -2.16694
C  2.56809  1.72896  2.92498
C  4.92009  -0.70428  -1.05371
C  -3.17249  2.74059  -3.62319
C  2.06034  0.01568  1.35006
C  -1.42228  -1.80598  4.63748
C  -1.97161  3.05951  -3.00702
H  -4.85870  -1.17303  2.08298
H  -2.55363  -1.08629  1.13687
H  4.50480  2.65398  2.76296
H  -3.67845  3.43047  -4.28237
H  0.56408  -1.71323  3.79623
H  5.74275  -0.13332  -0.65968
H  -1.51764  4.02466  -3.18362
H  1.97326  -2.72835  -2.36136
H  0.69911  0.71802  2.88300
H  6.07112  -1.53344  -2.65212
H  4.15384  -2.86185  -3.55947
H  -3.60345  -0.39883  -2.39462
H  -0.42459  2.39069  -1.67805
H  -1.09221  -2.02564  5.64554
H  -5.10008  -1.48666  3.76911

The HOMO energy is -11.74 eV. Its charge is +1. Its energy above the lowest of the compared OMol25 structures with the same formula, charge and spin is 8.60 kcal/mol. As for the lowest unoccupied orbital energy: -0.1386 Eh.

---

ORCA calculation (ωB97M-V/def2-TZVPD) on a molecular structure, C22H15Br2IN5O8Tl.

Atoms and positions in Å:
Tl  -0.90941  -1.56747  -0.12122
I  -4.09501  -2.56407  -0.53752
Br  -1.50081  -2.85807  2.79818
Br  1.95759  -2.20027  -1.47382
O  4.52359  2.72693  -0.29232
O  3.32659  0.96223  -0.02652
O  2.16019  6.69583  -2.02442
O  -0.93551  0.56813  -1.18452
O  0.03769  6.57523  -2.37602
O  5.38149  -1.76107  2.35388
O  -3.90861  1.10753  5.13818
O  -2.20501  2.12753  -2.21902
N  3.50469  2.10813  -0.39542
N  1.10859  6.12623  -2.08752
N  -1.73731  -3.12767  -2.23092
N  -1.68661  -0.24547  1.97898
N  1.49409  -1.38947  1.10878
C  -3.17791  0.72573  4.11438
C  -2.78681  -0.62677  4.06008
C  1.81639  -1.05507  2.35358
C  2.46099  -1.81537  0.30788
C  4.12409  -1.61567  2.00298
C  3.76849  -1.96937  0.68918
C  -2.86731  -4.84567  -4.04002
C  -1.53741  -4.47167  -4.16252
C  2.34469  2.77633  -0.97252
C  3.10329  -1.13697  2.83988
C  -1.23161  1.65213  -1.71812
C  -1.00711  -3.59787  -3.22442
C  -2.75651  1.57143  3.07548
C  0.05679  2.58713  -1.62382
C  -3.63711  -4.30987  -3.01782
C  1.15839  4.67833  -1.75692
C  1.21179  2.00083  -1.15232
C  -2.05931  -1.04407  2.97248
C  0.00079  3.92963  -1.93592
C  2.33909  4.13103  -1.27612
C  -2.01821  1.03793  2.04328
C  -3.01401  -3.44687  -2.12952
H  -3.31321  -5.54447  -4.73532
H  -4.68331  -4.55157  -2.91472
H  -1.66111  1.65413  1.23258
H  3.21929  4.74543  -1.13972
H  -3.00841  2.62103  3.07698
H  -0.89621  4.40273  -2.30952
H  4.52549  -2.32907  0.01248
H  5.58559  -1.48457  3.25998
H  0.02119  -3.26227  -3.27482
H  1.00749  -0.70997  2.98398
H  -0.92021  -4.83997  -4.96312
H  -4.16001  2.04313  5.11468
H  -3.07581  -1.29297  4.85788
H  1.23649  0.94893  -0.91482
H  3.31479  -0.84017  3.85558

The HOMO energy (spin up / spin down) is -14.60 / -14.60 eV. Its charge is +2. Its energy above the lowest of the compared OMol25 structures with the same formula, charge and spin is 60.43 kcal/mol. As for the lowest unoccupied orbital energy (spin up / spin down): -0.3791 / -0.3791 Eh.

---

ORCA calculation (ωB97M-V/def2-TZVPD) on a molecular structure, C22H15CuF12N5O14S4.

Atoms and positions in Å:
Cu  -0.71756  1.42007  1.14119
S  4.09488  1.79976  -2.34864
S  -4.89313  3.28187  3.70652
S  -4.52086  1.24820  5.32876
S  3.47972  3.89975  -1.00159
F  3.76619  6.30220  -2.26825
F  -4.22153  -1.36101  4.73841
F  2.69423  -0.39166  -2.83445
F  4.21872  -0.05158  -4.31467
F  -5.55681  -1.03205  6.35850
F  -6.20563  -0.54979  4.34142
F  2.36891  1.27083  -4.27865
F  -6.47060  2.55096  1.73060
F  3.25405  4.76342  -3.54381
F  -7.25318  1.86337  3.61994
F  -7.34202  4.09210  3.08220
F  1.68408  5.56635  -2.37958
O  -5.58829  1.97944  6.03509
O  -3.63733  -4.96416  -0.92563
O  4.92486  4.02469  -0.79605
O  3.97165  -2.92381  5.36264
O  4.86337  0.88489  -1.52432
O  4.17485  -0.89346  4.77427
O  -3.24019  1.14124  6.00422
O  -5.04299  4.16874  4.86549
O  -3.18417  1.68951  -6.07750
O  4.83776  2.75204  -3.18455
O  -2.77988  3.02307  -4.48882
O  2.64839  4.20424  0.15019
O  -4.14252  3.77298  2.53935
O  -1.65139  -4.63954  -0.13343
N  -2.49870  -5.36751  -0.66152
N  2.84498  2.39290  -1.59408
N  4.60784  -1.90452  5.31324
N  -4.26834  1.67907  3.89706
N  -2.99536  2.80432  -5.66400
C  -3.09062  -7.72506  -1.46741
C  -6.62834  2.96501  2.95949
C  -2.93509  6.19766  -7.19637
C  -5.16362  -0.60687  5.17587
C  -2.56895  4.55326  -8.94593
C  -2.90202  3.86658  -6.66174
C  6.02670  -1.89409  5.90500
C  -2.12288  -6.82083  -0.93719
C  7.71989  -2.73577  7.45315
C  8.61940  -1.76965  6.95806
C  -2.69511  -8.94541  -1.88440
C  -0.52677  -8.65127  -0.81568
C  3.24995  0.56840  -3.57198
C  3.01009  5.27298  -2.41444
C  -2.64834  5.83837  -8.51742
C  -3.04939  5.21932  -6.27336
C  8.23196  -0.83234  6.03932
C  6.93128  -0.81256  5.58505
C  -0.85123  -7.28291  -0.57387
C  -2.65693  3.51229  -8.04163
C  6.44350  -2.90193  6.81461
C  -1.42656  -9.39949  -1.55697
H  -1.03377  -10.36737  -1.83141
H  -2.39068  4.33485  -9.98849
H  -3.40522  -9.60791  -2.35688
H  9.66136  -1.78857  7.24156
H  7.90465  -3.38305  8.29770
H  -2.52249  2.47219  -8.29954
H  -0.14551  -6.64688  -0.06023
H  5.69044  -3.63340  7.06809
H  0.47811  -8.97419  -0.58693
H  -4.12689  -7.45404  -1.60564
H  9.01982  -0.21512  5.63351
H  -3.18877  7.18963  -6.85280
H  -2.53864  6.59057  -9.28460
H  6.58587  -0.09643  4.85414
H  -3.17923  5.46714  -5.23022

The HOMO energy (spin up / spin down) is -8.47 / -8.47 eV. Its charge is 0. Its expectation value of S² is 0.762. Its energy above the lowest of the compared OMol25 structures with the same formula, charge and spin is 256.12 kcal/mol. Its spin multiplicity is 2. As for the lowest unoccupied orbital energy (spin up / spin down): -0.1685 / -0.2343 Eh.

---

ORCA calculation (ωB97M-V/def2-TZVPD) on a molecular structure, C22H15F3N3O7Ti.

Atoms and positions in Å:
Ti  -0.44919  1.01586  -0.32221
F  -3.73680  2.54570  -2.80478
F  -2.56651  2.39101  -0.96977
F  -1.57084  2.47462  -2.89407
O  0.58034  0.06558  -3.49264
O  -3.45464  -0.18443  -2.96760
O  -1.71153  -0.00794  -1.54711
O  1.01461  0.16245  -1.30443
O  2.70380  -1.55645  -0.26338
O  -1.78188  0.37573  1.06012
O  -4.09734  -0.55712  1.73156
N  0.49459  0.80709  1.36575
N  0.73809  2.68942  -0.25960
N  -0.00199  0.09383  2.41802
C  -2.64666  0.41242  -2.30151
C  -1.59025  -1.36175  4.28070
C  3.23172  -4.10612  -2.76140
C  -4.28476  -1.71222  3.76286
C  1.69231  1.42316  1.47526
C  2.97477  4.37268  -0.37475
C  2.98413  3.31155  0.46542
C  -3.73053  -2.21741  4.92165
C  -2.12806  -0.83616  3.10484
C  -2.37468  -2.04623  5.18792
C  -3.49407  -1.02044  2.84310
C  0.77859  3.76290  -1.09782
C  3.28773  -3.39465  -1.58085
C  -1.26114  -0.09979  2.16666
C  -2.66428  1.97276  -2.28627
C  1.84233  -1.70113  -2.52786
C  2.48704  -3.63365  -3.83931
C  2.59297  -2.18954  -1.44571
C  1.82494  4.62189  -1.18096
C  1.84458  2.45339  0.56174
C  1.07477  -0.41204  -2.49495
C  1.80772  -2.43910  -3.71013
H  3.77277  -5.04124  -2.84400
H  1.22092  -2.03339  -4.52379
H  -5.33432  -1.83971  3.53338
H  3.86035  -3.74766  -0.73336
H  -0.53369  -1.21257  4.45866
H  2.13772  -0.75524  -0.30570
H  3.84137  3.09021  1.08822
H  -4.35846  -2.75319  5.62324
H  3.83480  5.02720  -0.44016
H  1.78713  5.45393  -1.86838
H  -0.09399  3.89526  -1.72371
H  -1.93760  -2.44555  6.09362
H  -3.40197  -0.13476  1.18330
H  2.35492  1.21522  2.30353
H  2.44016  -4.19437  -4.76332

The HOMO energy (spin up / spin down) is -3.90 / -3.89 eV. Its charge is -1. Its energy above the lowest of the compared OMol25 structures with the same formula, charge and spin is 19.88 kcal/mol. As for the lowest unoccupied orbital energy (spin up / spin down): 0.0970 / 0.0948 Eh.

---

ORCA calculation (ωB97M-V/def2-TZVPD) on a molecular structure, C22H15F6N3O7PtS2.

Atoms and positions in Å:
Pt  -0.35096  0.26560  -0.28027
S  -2.20573  -2.04958  -1.08452
S  -1.29061  -2.42977  1.50876
F  -3.98615  -2.11445  -2.96977
F  -4.82330  -1.81958  -0.99545
F  -1.84316  -4.96123  1.14960
F  0.04710  -4.37300  0.27066
F  -0.12414  -4.55569  2.41167
F  -4.06981  -3.76698  -1.56989
O  -2.02243  -0.63282  -1.48822
O  -1.81729  -2.37515  2.82967
O  -1.31820  -2.99172  -1.67941
O  -0.07458  -1.66731  1.19855
O  5.01805  0.65870  -0.21442
O  -1.72180  0.92171  0.96552
O  1.10818  -0.38093  -1.46904
N  2.38877  0.69357  0.10631
N  -2.39649  -2.05836  0.46113
N  1.16728  0.87016  0.73313
C  -0.76068  -4.20013  1.30092
C  -1.00851  1.94976  4.90954
C  0.42656  3.86319  -2.43473
C  -1.78773  2.34618  -1.70882
C  3.45884  -0.35149  -1.77419
C  -1.94177  3.48458  -2.48781
C  4.75542  -0.01478  -1.34833
C  -1.41782  1.22521  2.21107
C  2.26440  -0.00165  -0.99873
C  3.29284  -1.05328  -2.97454
C  5.65900  -1.07832  -3.30897
C  4.37725  -1.41659  -3.74107
C  -0.83813  4.24195  -2.85373
C  -3.89780  -2.46045  -1.69100
C  -0.51111  1.97634  -1.32027
C  -2.29997  1.74112  4.40245
C  -0.10802  1.42616  2.71569
C  1.09079  1.26308  1.95660
C  -2.50173  1.39138  3.09246
C  0.05934  1.79079  4.07164
C  0.60143  2.72204  -1.65934
C  5.84812  -0.38802  -2.13098
H  6.83666  -0.12026  -1.78354
H  1.59610  2.44088  -1.34380
H  -3.15552  1.84791  5.05708
H  4.17084  0.86172  0.22951
H  2.04417  1.46230  2.43591
H  -2.93434  3.77862  -2.80300
H  4.23446  -1.95947  -4.66478
H  1.29271  4.45083  -2.70964
H  -2.64975  1.76867  -1.40925
H  -0.86159  2.22138  5.94494
H  -0.96559  5.12877  -3.46015
H  1.06744  1.93692  4.44099
H  -3.49257  1.20921  2.69992
H  6.51999  -1.35978  -3.90181
H  2.28834  -1.30888  -3.28151

The HOMO energy is -8.63 eV. Its charge is 0. Its energy above the lowest of the compared OMol25 structures with the same formula, charge and spin is 0.00 kcal/mol. As for the lowest unoccupied orbital energy: -0.0342 Eh.

---

ORCA calculation (ωB97M-V/def2-TZVPD) on a molecular structure, C22H16Br2F5NO8SnTe.

Atoms and positions in Å:
Te  0.05119  -1.58343  4.71252
Sn  2.42987  -0.82623  -0.94725
Br  -0.14616  6.11729  0.49709
Br  2.65295  6.33362  2.01303
F  -0.51837  -0.82401  6.31643
F  1.61910  -1.78238  5.74137
F  -1.71184  -1.20079  4.00698
F  -0.60152  -3.16375  5.57701
F  0.52367  0.19534  4.23348
O  2.66538  -1.78136  -5.22963
O  2.82854  1.31179  -0.22226
O  -1.63140  -0.05444  -2.01539
O  0.64048  -2.43822  3.24534
O  2.42412  -1.99706  -3.01520
O  3.22867  3.40381  -0.60827
O  0.52210  -0.10205  -1.64916
O  0.43381  -0.87585  0.79543
N  2.94902  0.57471  -2.71832
C  -2.10576  -4.20599  -1.28279
C  2.51986  -1.35164  -4.10107
C  3.10963  1.86271  -2.49336
C  -1.77257  0.04872  0.88432
C  -3.15679  0.00743  0.60256
C  1.43236  5.13602  1.08973
C  -3.63735  1.78710  2.06735
C  2.79166  0.08647  -3.96118
C  -1.46809  -3.03576  1.15531
C  3.08775  2.25129  -0.97745
C  -2.10770  -4.29064  1.06302
C  -1.63767  -2.90398  -1.23186
C  -2.26113  1.97969  2.25717
C  -0.81205  -0.90723  0.10209
C  2.93141  0.90212  -5.04247
C  -1.32730  -2.29492  -0.00854
C  -0.65602  -0.27680  -1.28131
C  -1.29004  1.08935  1.68812
C  3.27115  2.74207  -3.58210
C  3.25563  2.24599  -4.84771
C  -2.44257  -4.84729  -0.13826
C  -4.11757  0.90914  1.16700
H  -1.58227  -2.28126  -2.09927
H  -5.16641  0.85911  0.96007
H  3.40186  2.93275  -5.62873
H  1.94933  4.77988  0.24175
H  -3.47670  -0.75369  -0.07659
H  -1.16300  -2.60816  2.01208
H  -2.29202  -4.66704  -2.29621
H  -1.83556  2.81316  2.86799
H  3.60418  3.76948  -3.43347
H  -2.37783  -4.83595  1.94132
H  -0.26994  1.29979  1.78822
H  2.97691  0.51010  -6.06400
H  -3.01144  -5.72415  -0.07345
H  -4.27009  2.52892  2.54110
H  0.39946  -1.34180  1.60084
H  1.14706  4.47808  1.85662

The HOMO energy is -3.73 eV. Its charge is -2. Its energy above the lowest of the compared OMol25 structures with the same formula, charge and spin is 0.00 kcal/mol. As for the lowest unoccupied orbital energy: 0.1421 Eh.

---

ORCA calculation (ωB97M-V/def2-TZVPD) on a molecular structure, C22H16Cl32NO4P.

Atoms and positions in Å:
Cl  -5.71235  -3.36440  1.02634
Cl  8.36704  -3.21211  6.53413
Cl  2.32711  -9.37559  -2.70141
Cl  -5.43543  -0.62154  -1.63831
Cl  0.03614  8.37970  -3.21291
Cl  5.29117  -0.17189  5.33882
Cl  0.05402  -4.20612  -2.43519
Cl  -7.66334  -0.73036  -3.47422
Cl  -7.14621  -2.93643  -1.68185
Cl  -5.66076  -6.19812  1.54401
Cl  6.35728  2.46940  5.77843
Cl  8.57254  -0.75042  5.04935
Cl  4.41565  -3.19098  -4.70491
Cl  4.35981  -6.01762  -5.28321
Cl  0.48196  -10.32094  -4.70769
Cl  6.64897  -4.43154  -6.04321
Cl  2.78246  -8.76148  -5.48234
Cl  0.60896  -7.50668  -4.07076
Cl  0.62864  -4.22011  0.39207
Cl  -1.68144  8.92266  -0.95948
Cl  10.58479  -2.79713  4.73463
Cl  2.72333  -3.61738  -1.50499
Cl  6.14062  -4.99588  -3.25808
Cl  4.40992  2.04212  3.68165
Cl  -2.64574  7.31588  -3.15384
Cl  -7.75152  -4.56133  2.67279
Cl  -0.64018  6.26483  -1.37073
Cl  -8.16560  -0.44160  -0.64518
Cl  1.69075  -6.29875  -1.31194
Cl  7.92817  -3.20351  3.68256
Cl  3.61472  1.88990  6.47252
Cl  -5.05078  -4.34064  3.66658
P  -3.29367  0.90842  -0.92930
O  -2.85567  3.61845  0.74501
O  -3.08281  0.18414  -2.19624
O  -0.76650  -1.08186  -1.68919
O  2.92382  0.56684  0.27366
N  1.18126  -0.68410  -0.56152
C  -6.04246  -4.61473  2.22731
C  -1.77020  1.62260  -0.20110
C  -5.00732  4.25695  -0.20392
C  4.34010  3.00914  1.20448
C  -7.10820  -1.18323  -1.86285
C  0.63268  2.66628  0.98372
C  -1.75439  2.83606  0.51065
C  1.54471  -8.98955  -4.24151
C  -0.16755  -0.36760  -0.94950
C  -5.57590  3.18457  0.75050
C  1.27687  -4.58700  -1.22162
C  -3.46993  4.20931  -0.40443
C  -0.58237  3.32034  1.07635
C  -1.23110  7.72436  -2.17604
C  1.75545  0.48807  0.02951
C  5.39049  -4.65876  -4.82200
C  1.84503  3.25976  1.66680
C  4.91695  1.55276  5.32177
C  0.63565  1.45899  0.27886
C  3.06163  3.35766  0.76509
C  8.86518  -2.48953  4.99984
C  -0.53874  0.95851  -0.29793
H  -4.21024  1.94357  -1.13276
H  -5.24752  5.23652  0.20601
H  2.96666  3.69247  -0.26975
H  4.85838  3.69050  1.87035
H  2.11100  2.71258  2.56636
H  -6.56522  2.89571  0.38339
H  -0.60348  4.25619  1.62283
H  4.83117  2.08059  0.92024
H  -5.46439  4.11298  -1.18391
H  -3.83147  0.14608  0.12500
H  -5.74772  3.58976  1.74635
H  -3.12874  5.23307  -0.56954
H  1.07326  -1.33456  0.22108
H  -4.99404  2.26969  0.80267
H  1.56150  4.27564  1.99016
H  -3.20291  3.66043  -1.30856

The HOMO energy is -7.59 eV. Its charge is 0. As for the lowest unoccupied orbital energy: -0.0265 Eh.